{
  "formula": "C20H22N2PPdSbSe4",
  "method": "the ωB97M-V functional and the def2-TZVPD basis",
  "spin_multiplicity": 3,
  "homo_ev": [-0.226, -0.758],
  "total_charge": -2,
  "gap_ev": [4.3, 4.9],
  "e_tot_ha": -11199.9274,
  "molar_mass_g_mol": 865.4,
  "e_above_lowest_kj_mol": 631.9,
  "symbols": ["Pd", "C", "N", "C", "C", "C", "C", "C", "N", "C", "C", "C", "C", "C", "C", "H", "H", "H", "H", "H", "H", "H", "H", "H", "H", "H", "Se", "Sb", "Se", "Se", "Se", "C", "P", "C", "C", "C", "C", "C", "C", "C", "H", "H", "H", "H", "H", "H", "H", "H", "H", "H", "H"],
  "positions_angstrom": [[0.504, 0.211, -0.449], [1.584, -0.255, -3.474], [1.239, -0.770, -2.184], [1.663, -1.962, -1.860], [1.217, -2.631, -0.713], [1.736, -3.751, -0.027], [0.944, -3.918, 1.090], [-0.050, -2.931, 1.040], [0.092, -2.169, -0.041], [2.902, 0.470, -3.533], [3.727, 0.311, -4.635], [4.901, 1.031, -4.739], [5.279, 1.903, -3.731], [4.480, 2.050, -2.612], [3.304, 1.333, -2.527], [0.795, 0.457, -3.774], [1.580, -1.076, -4.214], [2.411, -2.462, -2.501], [2.625, -4.289, -0.321], [1.054, -4.645, 1.876], [-0.835, -2.702, 1.752], [3.432, -0.373, -5.421], [5.524, 0.907, -5.616], [6.195, 2.472, -3.812], [4.764, 2.722, -1.812], [2.668, 1.491, -1.646], [-3.826, 1.129, 3.404], [-1.396, 1.012, 3.262], [2.117, -0.066, 0.822], [-0.064, 0.454, 1.456], [-0.930, 2.818, 4.781], [-2.491, 1.668, -1.221], [-0.695, 1.926, -1.224], [-0.623, 3.285, 0.022], [-0.222, 2.736, -2.747], [-0.798, 2.427, -3.986], [-0.185, 2.831, -5.154], [1.019, 3.527, -5.117], [1.594, 3.841, -3.893], [0.990, 3.446, -2.722], [-2.760, 0.907, -1.964], [-3.013, 2.611, -1.412], [-2.724, 1.281, -0.203], [-0.977, 4.226, -0.401], [0.403, 3.387, 0.429], [-1.273, 2.969, 0.870], [-1.734, 1.876, -4.007], [-0.637, 2.588, -6.111], [1.508, 3.819, -6.037], [2.531, 4.379, -3.857], [1.444, 3.681, -1.761]],
  "lowdin_spin": [0.1203, 0.0019, 0.0372, 0.0202, 0.0110, 0.0031, -0.0011, 0.0013, 0.0014, 0.0016, 0.0000, 0.0012, -0.0001, 0.0016, 0.0053, 0.0003, 0.0008, 0.0018, 0.0000, -0.0002, 0.0003, 0.0001, 0.0001, 0.0000, 0.0000, 0.0047, 0.2969, 0.3180, 0.5456, 0.3117, 0.2437, 0.0041, 0.0242, 0.0052, 0.0072, 0.0070, -0.0001, 0.0079, -0.0001, 0.0073, 0.0002, 0.0000, 0.0040, 0.0007, 0.0002, 0.0027, 0.0003, -0.0002, 0.0006, -0.0002, 0.0003]
}